Below is 6 unconnected molecules or ions with the total composition CH14NO6 in a non-equilibrium geometry, with properties calculated with wB97M-V/def2-TZVPD.

Output
Orbital gap, hartree: 0.299
E_HOMO, eV: -4.596
Energy above the lowest of the compared OMol25 structures with the same formula, charge and spin, kcal/mol: 36.7

Geometry as ORCA input:
```
! RIJCOSX wB97M-V def2-TZVPD def2/J DEFGRID3
* xyz -1 1
N 1.203 -0.562 -1.431
C 1.781 0.289 -0.363
O 0.866 0.829 0.466
H 1.286 -1.525 -1.132
H 0.257 -0.407 -1.736
H 2.580 -0.109 0.273
H 2.369 1.166 -0.812
H -1.720 -1.087 -0.090
H -2.853 -1.349 -1.053
O -2.470 -1.692 -0.241
H 2.459 3.334 -0.156
H 1.742 2.495 -1.081
O 1.973 3.455 -0.996
H -2.075 1.666 0.078
H -0.689 0.795 0.221
O -1.657 0.808 -0.086
H -1.414 -4.549 -0.135
H -2.407 -3.302 -0.015
O -2.263 -4.255 0.214
H 0.576 0.919 1.993
H 0.118 2.001 3.121
O 0.339 1.080 2.961
*
```

Results of the natural (NBO) charge analysis, in e, for atoms 1 through 2: -0.9044, 0.1402

***

Below is 6 unconnected molecules or ions with the total composition CH14O5 in a non-equilibrium geometry, with properties calculated with wB97M-V/def2-TZVPD.

Output
Orbital gap, hartree: 0.412
E_HOMO, eV: -10.920
Energy above the lowest of the compared OMol25 structures with the same formula, charge and spin, kcal/mol: 24.7
SMILES: C.O.O.O.O.O

Geometry as ORCA input:
```
! RIJCOSX wB97M-V def2-TZVPD def2/J DEFGRID3
* xyz 0 1
C 3.239 -0.977 -2.546
H 2.723 -0.905 -1.590
H 4.242 -0.569 -2.426
H 2.731 -0.278 -3.213
H 3.240 -1.991 -2.912
O -1.846 -1.266 -1.608
H -1.033 -1.184 -1.116
H -2.042 -0.326 -1.761
O 1.380 1.089 3.294
H 1.806 0.232 3.362
H 2.089 1.730 3.402
O -3.558 -2.358 1.534
H -2.865 -2.611 0.926
H -3.869 -3.125 1.981
O 0.623 2.749 -1.382
H 0.594 2.942 -2.331
H 1.574 2.962 -1.245
O -0.151 0.603 0.736
H 0.628 0.945 1.168
H -0.615 1.416 0.498
*
```

Results of the natural (NBO) charge analysis, in e, for atoms 1 through 2: -0.8500, 0.2149

***

Below is 6 unconnected molecules or ions with the total composition CH14O5S2 in a non-equilibrium geometry, with properties calculated with wB97M-V/def2-TZVPD.

Output
Orbital gap (alpha / beta), hartree: 0.128 / 0.256
E_HOMO (alpha / beta), eV: -0.453 / -3.966
Energy above the lowest of the compared OMol25 structures with the same formula, charge and spin, kcal/mol: 0.0

Geometry as ORCA input:
```
! RIJCOSX wB97M-V def2-TZVPD def2/J DEFGRID3
* xyz -1 2
C 0.136 -1.165 2.688
S -1.254 -2.152 2.103
S -0.379 -3.037 0.224
H 0.772 -1.638 3.425
H -0.371 -0.229 2.935
H 0.713 -0.775 1.833
H 0.021 -4.156 0.823
H 2.013 0.671 -0.880
H 0.614 0.821 -0.367
O 1.414 1.352 -0.503
H -2.424 -0.279 0.833
H -2.362 1.281 0.745
O -2.174 0.482 0.266
H -0.525 4.054 -1.000
H -0.002 2.908 -0.091
O -0.786 3.377 -0.399
H 3.149 -0.270 -2.450
H 1.873 -1.164 -1.942
O 2.811 -0.917 -1.822
H -1.035 0.189 -2.917
H -1.483 0.424 -1.485
O -0.722 0.221 -2.020
*
```

Results of the natural (NBO) charge analysis, in e, for atoms 1 through 2: -0.7709, -0.3093

***

Below is 6 unconnected molecules or ions with the total composition CH15NO5 in a non-equilibrium geometry, with properties calculated with wB97M-V/def2-TZVPD.

Output
Orbital gap, hartree: 0.357
E_HOMO, eV: -9.204
Energy above the lowest of the compared OMol25 structures with the same formula, charge and spin, kcal/mol: 21.3
SMILES: CN.O.O.O.O.O

Geometry as ORCA input:
```
! RIJCOSX wB97M-V def2-TZVPD def2/J DEFGRID3
* xyz 0 1
C -0.242 2.636 -0.376
N 0.297 1.347 -0.777
H -0.316 3.365 -1.192
H -1.217 2.422 0.055
H 0.409 3.167 0.323
H 1.254 1.370 -1.105
H -0.276 0.810 -1.419
O -2.417 -0.704 1.016
H -1.735 -0.638 0.359
H -1.985 -0.177 1.683
O -1.981 -0.377 -2.062
H -1.654 -1.258 -1.836
H -2.127 -0.366 -3.005
O 0.961 -0.842 1.245
H 1.147 -0.234 0.505
H 1.850 -1.188 1.430
O 4.025 -0.172 2.045
H 3.763 0.735 1.960
H 4.986 -0.124 1.959
O -1.327 -3.216 -0.573
H -1.337 -2.772 0.301
H -2.078 -3.784 -0.536
*
```

Results of the natural (NBO) charge analysis, in e, for atoms 1 through 2: -0.4056, -0.8905

***

Below is 6 unconnected molecules or ions with the total composition CH15NO5 in a non-equilibrium geometry, with properties calculated with wB97M-V/def2-TZVPD.

Output
Orbital gap, hartree: 0.389
E_HOMO, eV: -10.157
Energy above the lowest of the compared OMol25 structures with the same formula, charge and spin, kcal/mol: 29.9
SMILES: CN.O.O.O.O.O

Geometry as ORCA input:
```
! RIJCOSX wB97M-V def2-TZVPD def2/J DEFGRID3
* xyz 0 1
C -1.554 -0.640 2.313
N -2.049 -0.469 0.893
H -0.499 -0.776 2.184
H -2.136 -1.383 2.833
H -1.593 0.352 2.734
H -2.091 -1.407 0.509
H -3.002 -0.173 1.053
O -0.931 1.401 -1.843
H -1.793 1.672 -1.507
H -0.748 0.488 -1.600
O 1.448 2.748 -2.773
H 2.135 3.405 -2.611
H 1.135 2.597 -1.872
O 0.894 0.927 0.942
H -0.019 0.721 1.165
H 1.031 1.873 0.972
O 0.031 -1.500 -1.198
H 0.388 -0.986 -0.464
H 0.755 -2.094 -1.429
O 2.524 -2.454 -0.178
H 3.280 -2.300 -0.755
H 2.792 -2.001 0.631
*
```

Results of the natural (NBO) charge analysis, in e, for atoms 1 through 2: -0.4368, -0.8451

***

Below is a molecular structure, CH15O10 in a non-equilibrium geometry, with properties calculated with wB97M-V/def2-TZVPD.

Output
Orbital gap, hartree: 0.236
E_HOMO, eV: -4.424
Energy above the lowest of the compared OMol25 structures with the same formula, charge and spin, kcal/mol: 270.9

Geometry as ORCA input:
```
! RIJCOSX wB97M-V def2-TZVPD def2/J DEFGRID3
* xyz -1 1
O 8.313 -29.458 2.321
C 9.487 -29.874 2.754
O 10.429 -29.218 2.277
O 9.706 -30.747 3.664
H 8.629 -28.768 1.733
O 7.995 -32.032 3.375
H 8.256 -32.602 2.652
H 8.483 -31.222 3.231
O 10.000 -26.910 2.138
H 10.214 -27.766 2.509
H 9.183 -27.054 1.660
O 8.257 -27.907 1.319
H 7.654 -27.544 1.968
H 8.204 -27.303 0.578
O 8.549 -28.607 4.441
H 8.812 -27.687 4.437
H 7.875 -28.667 3.764
O 6.754 -30.419 1.090
H 6.051 -30.016 1.599
H 7.555 -30.020 1.429
O 10.376 -28.437 0.162
H 9.878 -28.642 0.953
H 9.921 -27.687 -0.221
O 12.347 -29.388 1.322
H 11.677 -28.923 0.822
H 13.169 -29.172 0.881
*
```

Results of the natural (NBO) charge analysis, in e, for atoms 1 through 2: -0.7729, 0.9495

***

Below is a molecular structure, CH15O14STl in a non-equilibrium geometry, with properties calculated with wB97M-V/def2-TZVPD.

Output
Orbital gap (alpha / beta), hartree: 0.260 / 0.230
E_HOMO (alpha / beta), eV: -5.727 / -5.722

Geometry as ORCA input:
```
! RIJCOSX wB97M-V def2-TZVPD def2/J DEFGRID3
* xyz -1 2
Tl 0.261 -4.276 0.751
S 2.885 2.698 -0.721
O 3.007 2.258 0.643
O 1.729 2.104 -1.342
O 2.779 4.130 -0.720
O 4.041 2.228 -1.507
O 0.279 0.594 0.214
C -0.089 -0.502 -0.474
O 0.146 -0.556 -1.695
O -0.588 -1.482 0.106
H 0.784 1.087 -0.437
O 1.110 -2.028 2.497
H 1.858 -1.650 2.034
H 1.131 -1.617 3.361
O -0.337 3.462 -0.767
H 0.079 4.258 -0.438
H 0.392 2.908 -1.048
O -2.263 0.408 1.990
H -1.915 0.462 2.880
H -1.647 -0.158 1.525
O 1.217 0.972 2.657
H 0.840 0.843 1.787
H 0.478 0.864 3.257
O -0.182 -3.486 -2.094
H -0.613 -3.790 -2.893
H -0.247 -2.531 -2.136
O -2.216 1.217 -2.722
H -2.492 1.657 -1.918
H -1.575 0.568 -2.432
O -2.674 -3.725 0.092
H -3.045 -2.854 0.230
H -3.132 -4.061 -0.679
*
```

Results of the natural (NBO) charge analysis, in e, for atoms 1 through 2: 0.9383, 2.5684

***

Below is a molecular structure, CH16Ba3O11 in a non-equilibrium geometry, with properties calculated with wB97M-V/def2-TZVPD.

Output
Orbital gap, hartree: 0.101
E_HOMO, eV: -14.190
Energy above the lowest of the compared OMol25 structures with the same formula, charge and spin, kcal/mol: 235.1

Geometry as ORCA input:
```
! RIJCOSX wB97M-V def2-TZVPD def2/J DEFGRID3
* xyz 4 1
Ba 9.442 18.388 14.494
Ba 13.009 11.357 20.392
Ba 15.673 14.494 12.459
C 13.446 15.625 17.255
O 12.389 15.584 17.863
O 14.185 14.633 17.288
O 13.636 16.463 16.373
O 8.578 16.752 22.015
H 8.734 17.645 22.324
H 9.390 16.507 21.572
O 17.187 19.938 16.115
H 16.891 20.625 15.518
H 16.426 19.367 16.220
O 15.142 18.104 21.185
H 15.116 17.869 20.258
H 15.660 18.908 21.215
O 10.549 10.087 16.465
H 10.822 10.756 15.837
H 9.651 9.873 16.211
O 18.254 11.382 15.233
H 17.801 11.732 16.000
H 19.059 11.000 15.583
O 17.320 13.175 21.762
H 18.190 13.021 22.129
H 17.282 14.121 21.624
O 12.877 14.833 23.709
H 12.935 15.119 24.621
H 13.240 15.561 23.205
O 6.146 17.294 18.052
H 5.308 17.399 18.502
H 6.731 16.928 18.715
*
```

Results of the natural (NBO) charge analysis, in e, for atoms 1 through 2: 1.7214, 1.9862

***

Below is a molecular structure, CH16Mn2O11 in a non-equilibrium geometry, with properties calculated with wB97M-V/def2-TZVPD.

Output
Orbital gap (alpha / beta), hartree: 0.272 / 0.256
E_HOMO (alpha / beta), eV: -15.418 / -15.418
Energy above the lowest of the compared OMol25 structures with the same formula, charge and spin, kcal/mol: 0.0

Geometry as ORCA input:
```
! RIJCOSX wB97M-V def2-TZVPD def2/J DEFGRID3
* xyz 2 11
Mn -7.645 -24.815 -8.318
Mn -7.338 -21.422 -10.981
C -7.326 -22.169 -8.456
O -7.617 -22.634 -7.309
O -7.580 -20.983 -8.883
O -7.199 -23.071 -9.377
O -5.124 -21.633 -10.961
H -4.678 -22.388 -11.368
H -4.449 -21.177 -10.435
O -8.541 -25.408 -10.274
H -8.201 -24.945 -11.047
H -9.459 -25.636 -10.486
O -10.025 -21.225 -6.282
H -9.234 -21.650 -6.637
H -10.087 -21.497 -5.360
O -10.418 -20.151 -8.867
H -10.763 -20.537 -8.042
H -9.487 -19.978 -8.667
O -5.720 -25.516 -8.612
H -5.288 -26.385 -8.644
H -5.005 -24.863 -8.631
O -9.418 -21.083 -11.107
H -9.956 -21.313 -11.878
H -10.061 -20.878 -10.351
O -6.520 -18.597 -7.602
H -6.849 -19.344 -8.118
H -5.946 -18.084 -8.181
O -6.550 -21.668 -4.675
H -7.021 -21.958 -5.463
H -5.949 -20.977 -4.972
*
```

Results of the natural (NBO) charge analysis, in e, for atoms 1 through 2: 1.7429, 1.7216

***

Below is 8 unconnected molecules or ions with the total composition CH17O8, with properties calculated with wB97M-V/def2-TZVPD.

Output
Orbital gap, hartree: 0.303
E_HOMO, eV: -5.189
Energy above the lowest of the compared OMol25 structures with the same formula, charge and spin, kcal/mol: 3.2

Geometry as ORCA input:
```
! RIJCOSX wB97M-V def2-TZVPD def2/J DEFGRID3
* xyz -1 1
C 0.063 0.028 0.752
O -0.403 -0.190 -0.518
H -0.314 1.002 1.143
H -0.140 -0.787 1.470
H 1.166 0.176 0.818
O -1.459 2.747 3.363
H -1.603 3.660 3.625
H -0.778 2.785 2.683
O -0.541 -1.833 -2.816
H -1.031 -1.194 -3.340
H -0.451 -1.391 -1.946
O -2.659 -1.738 -0.379
H -2.303 -2.516 -0.817
H -1.892 -1.110 -0.372
O 2.142 2.707 0.092
H 1.359 2.206 0.345
H 1.971 2.933 -0.829
O -0.556 2.192 -1.723
H -1.499 2.270 -1.890
H -0.459 1.286 -1.322
O 1.221 -3.521 1.657
H 0.502 -2.895 1.806
H 1.439 -3.866 2.527
O 2.313 -0.829 -1.726
H 1.513 -0.446 -1.323
H 2.401 -1.676 -1.281
*
```

Results of the natural (NBO) charge analysis, in e, for atoms 1 through 2: -0.2162, -1.0052

***

Below is a molecular structure, CH19LiO9 in a non-equilibrium geometry, with properties calculated with wB97M-V/def2-TZVPD.

Output
Orbital gap, hartree: 0.311
E_HOMO, eV: -8.583
Energy above the lowest of the compared OMol25 structures with the same formula, charge and spin, kcal/mol: 38.8

Geometry as ORCA input:
```
! RIJCOSX wB97M-V def2-TZVPD def2/J DEFGRID3
* xyz 0 1
Li 2.303 -1.277 0.818
C -0.071 -0.047 0.035
O 0.461 -1.327 0.306
H -0.152 0.391 0.953
H -0.856 -0.468 -0.405
H 0.478 0.345 -0.838
O 0.013 -4.109 -0.468
H -0.822 -4.244 -0.990
H 0.106 -3.192 -0.315
O -2.776 1.005 1.572
H -2.575 0.193 1.407
H -2.814 0.956 2.625
O -0.568 3.206 1.480
H -1.281 2.571 1.312
H -0.323 3.404 2.448
O 0.773 0.311 -3.796
H 0.038 0.782 -3.376
H 0.512 0.178 -4.709
O 1.832 2.788 0.308
H 1.653 3.128 -0.598
H 0.898 2.828 0.512
O -1.599 -1.739 2.003
H -2.043 -2.493 1.856
H -1.014 -1.629 1.269
O 3.122 0.551 1.224
H 2.520 1.178 0.755
H 3.617 0.885 1.829
O -0.724 -1.817 -2.401
H -0.385 -1.221 -1.662
H -0.320 -1.136 -3.154
*
```

Results of the natural (NBO) charge analysis, in e, for atoms 1 through 2: 0.9515, -0.3092

***

Below is 9 unconnected molecules or ions with the total composition CH19O15P2 in a non-equilibrium geometry, with properties calculated with wB97M-V/def2-TZVPD.

Output
Orbital gap, hartree: 0.126
E_HOMO, eV: 2.465
Energy above the lowest of the compared OMol25 structures with the same formula, charge and spin, kcal/mol: 0.0

Geometry as ORCA input:
```
! RIJCOSX wB97M-V def2-TZVPD def2/J DEFGRID3
* xyz -3 1
O 0.055 1.459 2.128
H -0.467 0.614 2.133
H 1.083 1.278 1.877
H -0.409 2.122 1.442
O -0.593 -0.794 -0.799
H 0.369 -0.427 -0.640
H -1.161 -0.030 -1.288
H -0.915 -0.968 0.130
O 1.155 -2.574 2.018
H 1.075 -3.315 1.404
H 0.280 -2.052 2.005
H 1.929 -1.910 1.589
O 1.689 2.297 -1.813
H 1.612 1.378 -1.349
H 2.036 2.870 -1.113
H 0.697 2.756 -2.056
C -2.438 -1.280 2.249
O -1.139 -1.011 1.879
H -2.995 -0.472 2.750
H -3.074 -1.590 1.398
H -2.438 -2.149 2.941
P -1.477 2.625 -1.504
O -2.898 3.214 -1.730
O -1.027 2.786 -0.034
O -0.448 3.409 -2.413
O -1.740 1.142 -2.045
P 2.812 0.131 0.659
O 2.556 0.883 2.037
O 1.490 0.388 -0.159
O 2.981 -1.405 0.866
O 4.045 0.866 0.133
O -0.264 0.407 -4.291
H -0.778 0.375 -3.447
H -0.432 1.302 -4.601
O -0.552 -3.751 -0.125
H -0.602 -4.407 0.581
H -0.015 -4.168 -0.809
*
```

Results of the natural (NBO) charge analysis, in e, for atoms 1 through 2: -0.9221, 0.5420